Below is 2 unconnected molecules or ions with the total composition C3H7ClO5S2, with properties calculated with ωB97M-V/def2-TZVPD.

Properties
LUMO energy, eV: 0.1
Electronic energy, Eh: -1751.192366
Gap between HOMO and LUMO, eV: 10.01
HOMO energy, eV: -9.9

The geometry in XYZ format:
```
18
Properties=species:S:1:pos:R:3:forces:R:3
O -1.333346 -0.068458 2.609621 0.143 0.067 -0.704
C -1.022176 -0.065399 1.458761 -0.419 0.187 1.283
Cl -0.805194 1.449284 0.582336 0.116 -0.388 -0.095
C -0.763232 -1.352256 0.696341 -0.449 1.004 -0.564
O -1.971247 -2.098734 0.739170 0.429 -0.732 0.740
S -1.880798 -3.732395 0.654073 -0.354 0.123 0.734
O -1.415597 -4.044295 -0.655321 0.254 -0.270 -1.031
O -0.578235 -4.084003 1.678036 0.146 0.793 -0.515
S 0.916055 -4.414065 0.961045 -0.107 -0.441 0.224
H -0.513148 -1.126189 -0.325821 0.246 -0.078 -0.409
H 0.051317 -1.825120 1.214527 0.224 -0.346 0.254
H 1.353944 -3.188250 0.616039 -0.222 0.026 0.114
C 1.685559 4.119309 -1.785309 -0.270 0.050 0.024
O 0.510836 3.540524 -1.222153 0.190 0.010 -0.046
H 2.523567 3.473819 -1.537881 -0.012 -0.042 0.029
H 1.601337 4.190947 -2.872632 0.095 0.017 -0.004
H 1.868194 5.113199 -1.369098 0.090 -0.004 -0.038
H -0.227837 4.112082 -1.441733 -0.099 0.023 0.002
```
Forces are in eV/Å.


Below is a gas-phase ion, C5H12N3 (charge +1), with properties calculated with ωB97M-V/def2-TZVPD.

Properties
SMILES: CC1(/C(N)=[NH+]/N)CC1
LUMO energy, eV: -3.2
Electronic energy, Eh: -361.647968
Total charge: +1
Energy relative to the best compared isomer or geometry (same formula, charge and spin), kJ/mol: 315.4
Gap between HOMO and LUMO, eV: 10.56
HOMO energy, eV: -13.7

The geometry in XYZ format:
```
20
Properties=species:S:1:pos:R:3:forces:R:3
C 1.903474 0.097159 0.762810 -2.895 1.162 -0.239
C 0.283303 0.162915 0.747501 3.052 -0.821 0.890
C -0.232584 0.277561 -0.608012 0.199 -0.408 -0.607
N -0.379630 1.535181 -1.026379 -0.899 -2.819 -1.847
N -0.385013 -0.869065 -1.297617 -0.511 0.830 0.457
N -0.815284 -1.012378 -2.605628 0.078 2.923 -0.172
C -0.558583 -0.756039 1.581550 1.175 1.614 0.472
C -0.528877 0.747350 1.804216 -1.979 -0.893 -0.831
H 2.215179 -0.664597 1.393619 0.479 -1.766 0.880
H 2.465893 0.962060 1.086530 -0.449 0.656 -0.173
H 2.043388 -0.107173 -0.261983 1.308 -0.464 -1.004
H 0.073759 2.178705 -0.362965 -1.098 0.471 -1.198
H -0.990991 1.535604 -1.895084 1.330 1.680 1.391
H -0.506225 -1.721118 -0.790549 0.477 -0.190 0.842
H -0.226943 -0.435329 -3.190096 -0.067 -0.687 -0.564
H -1.116969 -1.901508 -2.934056 0.186 -0.607 0.181
H -0.111766 -1.330548 2.342453 0.328 -0.993 0.401
H -1.409150 -1.034585 1.042333 -1.332 -1.034 0.042
H -1.474445 1.125274 1.530834 -0.855 0.846 -0.603
H -0.248538 1.210532 2.680521 1.474 0.499 1.683
```
Forces are in eV/Å.


Below is a molecular structure, C30H28ClO3OsP, with properties calculated with ωB97M-V/def2-TZVPD.

Properties
LUMO energy (spin up / spin down), eV: -7.1 / -8.4
Electronic energy, Eh: -2277.303086
Total charge: +2
Energy relative to the best compared isomer or geometry (same formula, charge and spin), kJ/mol: 0.0
Spin multiplicity: 5
Gap between HOMO and LUMO (spin up / spin down), eV: 7.04 / 6.44
HOMO energy (spin up / spin down), eV: -14.2 / -14.8

The geometry in XYZ format:
```
64
Properties=species:S:1:pos:R:3:forces:R:3
Os -0.953605 -0.226388 0.519454 -0.068 -0.224 -0.324
O -1.113003 -2.971714 -1.972885 0.129 -0.110 -0.118
C -0.499403 -2.725362 -0.980292 -0.186 0.179 0.379
O -1.113162 -2.178889 0.116810 0.128 0.293 -0.182
C 0.960182 -2.992260 -0.768591 0.016 0.078 -0.095
C 1.433184 -4.201736 -1.256045 -0.008 -0.020 0.003
C 2.763333 -4.558488 -1.086663 0.047 -0.019 -0.004
C 3.639086 -3.695250 -0.451067 0.002 0.010 -0.007
C 3.186897 -2.467020 0.011332 0.002 0.013 0.017
C 1.848467 -2.104739 -0.134236 -0.006 0.023 -0.014
P 1.450069 -0.402820 0.342276 -0.091 -0.112 0.184
C 2.414637 0.029044 1.790788 0.010 -0.047 -0.041
C 3.325995 1.082543 1.783857 -0.033 -0.025 -0.039
C 4.056858 1.359215 2.931063 0.018 0.003 -0.007
C 3.883742 0.588971 4.069918 -0.011 -0.016 0.019
C 2.982762 -0.471668 4.073058 0.018 0.000 -0.008
C 2.248024 -0.754656 2.936927 -0.013 -0.005 0.006
C 1.787936 0.694201 -1.040470 -0.035 -0.040 -0.040
C 2.290103 0.196915 -2.241618 0.034 -0.017 0.002
C 2.464665 1.055476 -3.317853 0.019 -0.013 0.003
C 2.137377 2.397693 -3.199045 -0.009 0.030 -0.002
C 1.630466 2.895937 -2.002868 0.017 0.002 0.005
C 1.444412 2.046438 -0.926882 0.067 0.012 0.023
H 0.745589 -4.868558 -1.758590 -0.017 0.010 0.001
H 3.114805 -5.513219 -1.453150 -0.011 -0.006 -0.008
H 4.677140 -3.968845 -0.321453 0.003 0.008 0.014
H 3.884155 -1.789096 0.487774 0.003 0.006 0.007
H 3.486211 1.671650 0.891634 -0.023 0.031 -0.041
H 4.771734 2.170402 2.927395 -0.002 0.008 -0.002
H 4.459840 0.805025 4.959310 0.004 0.007 0.004
H 2.864956 -1.081272 4.958267 -0.004 -0.005 0.007
H 1.566479 -1.598649 2.934102 0.012 0.002 -0.016
H 2.557116 -0.847919 -2.336695 -0.021 0.002 -0.004
H 2.867310 0.675505 -4.246672 -0.006 -0.008 -0.006
H 2.282090 3.063149 -4.039480 0.005 0.005 -0.002
H 1.389135 3.946698 -1.911534 0.002 0.004 0.004
H 1.058971 2.439768 0.008693 -0.008 -0.005 0.025
C -3.401879 2.108295 -1.964225 0.053 0.089 -0.051
C -3.452336 0.912777 -2.921471 -0.039 -0.041 0.003
C -2.501773 -0.111547 -2.314246 0.165 -0.078 0.099
O -1.720060 0.640410 -1.290078 -0.091 0.046 0.097
C -1.975190 2.076475 -1.472785 0.013 -0.132 -0.023
H -4.092193 1.979318 -1.129907 -0.005 -0.014 0.003
H -3.636660 3.047139 -2.461986 -0.012 -0.002 0.004
H -3.114730 1.203120 -3.914718 0.017 0.012 0.004
H -4.456885 0.506579 -3.016062 0.002 0.005 -0.013
H -1.771697 -0.513878 -3.013833 -0.094 -0.040 -0.003
H -2.984396 -0.929066 -1.781021 -0.016 0.038 -0.076
H -1.257680 2.434025 -2.212436 -0.037 0.040 0.007
H -1.793265 2.558121 -0.513208 -0.028 0.021 -0.023
Cl -6.581197 1.117996 0.866631 0.042 -0.012 0.019
C -4.993287 0.789538 1.399592 -0.091 -0.005 -0.036
C -4.142171 1.864871 1.697210 0.032 0.012 0.006
C -2.853084 1.618046 2.089309 0.134 0.025 -0.056
C -2.375427 0.285368 2.229640 -0.054 -0.124 0.200
C -0.972886 -0.012501 2.579626 -0.040 0.125 0.109
C -3.271184 -0.777930 1.938833 0.037 -0.010 -0.035
C -4.565431 -0.525853 1.517308 0.022 -0.007 0.013
H -4.518495 2.875429 1.616252 0.010 0.011 0.012
H -2.188846 2.442027 2.322933 -0.001 0.002 0.024
H -0.791671 -0.956949 3.088934 -0.031 0.016 -0.018
H -0.393561 0.808314 2.993368 0.013 -0.024 -0.020
H -2.943163 -1.803040 2.070664 0.012 0.004 0.010
H -5.245403 -1.337169 1.299106 0.004 -0.011 0.000
```
Forces are in eV/Å.


Below is a single C2H5NO molecule, with properties calculated with ωB97M-V/def2-TZVPD.

Properties
SMILES: CC(N)=O
LUMO energy, eV: 0.9
Electronic energy, Eh: -209.219927
Energy relative to the best compared isomer or geometry (same formula, charge and spin), kJ/mol: 6.3
Gap between HOMO and LUMO, eV: 10.72
HOMO energy, eV: -9.8

The geometry in XYZ format:
```
9
Properties=species:S:1:pos:R:3:forces:R:3
C -0.886616 0.467054 0.415160 -0.022 0.255 -0.171
C 0.060878 -0.658354 0.011348 -0.478 0.429 0.232
N 1.226706 -0.220062 -0.531857 -0.139 0.350 0.082
O -0.217547 -1.822770 0.169461 0.033 -0.369 -0.135
H -0.943701 1.243646 -0.350539 0.043 -0.126 -0.148
H -1.889966 0.077801 0.567406 0.133 -0.114 0.131
H -0.547202 0.987368 1.310598 0.041 -0.235 0.187
H 1.837554 -0.849699 -1.018596 0.115 -0.043 0.127
H 1.359894 0.775020 -0.572982 0.275 -0.147 -0.304
```
Forces are in eV/Å.


Below is 2 unconnected molecules or ions with the total composition C4H6NO6, with properties calculated with ωB97M-V/def2-TZVPD.

Properties
LUMO energy (spin up / spin down), eV: -0.5 / -1.1
Electronic energy, Eh: -661.836230
Spin multiplicity: 4
Gap between HOMO and LUMO (spin up / spin down), eV: 7.48 / 9.09
HOMO energy (spin up / spin down), eV: -8.0 / -10.2

The geometry in XYZ format:
```
17
Properties=species:S:1:pos:R:3:forces:R:3
O 1.262426 0.791518 -2.826228 3.136 0.202 -0.561
O 2.488512 0.844064 -3.008072 -3.116 -0.141 0.469
C -0.350151 -1.925579 -0.764421 -0.399 -1.173 -0.619
C 0.420005 -0.791163 -0.323536 1.408 0.574 0.189
C -0.183101 0.292991 0.439353 -1.628 0.359 -0.829
C -0.869407 1.418665 -0.440075 -0.516 -0.987 -0.537
O -1.644473 1.222390 -1.349522 0.994 0.255 1.170
O 0.705844 0.983039 1.276482 -0.649 -0.140 2.939
N 0.067393 0.855709 2.786281 0.801 0.064 -0.711
O 0.567265 -0.045585 3.403321 -1.011 1.635 -0.925
O -0.769069 1.683833 3.037378 1.463 -1.496 -0.485
H 0.341426 -2.605200 -1.269048 -0.382 -0.156 -0.064
H -0.809687 -2.473937 0.072963 0.001 0.067 -0.034
H -1.170371 -1.673251 -1.453498 0.132 0.024 0.075
H 1.491786 -0.786534 -0.482803 -0.086 0.198 0.050
H -1.014103 -0.199479 0.981934 0.038 0.491 0.130
H -0.534287 2.408515 -0.080506 -0.185 0.225 -0.256
```
Forces are in eV/Å.


| no. | strongest force on any atom (eV/A) |
| --- | --- |
| 1 | 1.4 |
| 2 | 3.5 |
| 3 | 0.5 |
| 4 | 0.7 |
| 5 | 3.2 |